Record 1
2 unconnected molecules or ions with the total composition C2H10OSi2, computed with ωB97M-V/def2-TZVPD.

Values from the calculation:
Net charge   0
HOMO-LUMO gap (spin up / spin down)   6.717 / 7.004 eV
Molecular weight   106.27 g/mol
HOMO (spin up / spin down)   -0.264 / -0.270 hartree
Maximum force   0.0635 hartree/bohr

Positions of all 15 atoms, in Å:
C (-0.581497, -0.157149, 1.763099)
C (-0.934805, 1.710941, -0.584693)
O (-1.937601, -1.201645, -0.514606)
Si (2.599001, -1.110870, -1.072686)
Si (-0.787687, -0.183779, -0.103125)
H (-1.092750, 0.672048, 2.149418)
H (-1.182364, -1.003110, 2.064975)
H (0.485383, -0.137170, 2.260142)
H (-1.535638, 2.362316, 0.164276)
H (0.143849, 2.046080, -0.548511)
H (-1.414403, 1.894803, -1.562521)
H (-2.864843, -1.402457, -0.337944)
H (3.652857, -1.547763, 0.009538)
H (2.593913, -2.141114, -2.104554)
H (2.856584, 0.198871, -1.582808)

Atomic forces in eV per Å
2.269 -0.951 0.254
-0.255 0.056 0.659
-1.265 -1.010 -0.717
-1.058 -0.697 1.821
2.449 2.055 0.670
-0.775 1.532 0.498
0.279 -0.616 0.555
-2.127 -0.379 -1.236
0.983 -1.331 -0.898
-1.191 -0.098 -0.285
0.622 -0.078 0.246
0.553 0.351 0.059
-0.990 0.508 -0.845
0.025 -0.162 -0.350
0.482 0.819 -0.433


Record 2
A molecular structure, C36H26I2N6O6Ta, computed with ωB97M-V/def2-TZVPD.

Values from the calculation:
Net charge   +1
HOMO-LUMO gap   7.073 eV
Molecular weight   1073.40 g/mol
HOMO   -0.391 hartree
Maximum force   0.0114 hartree/bohr

Positions of all 77 atoms, in Å:
Ta (-0.584234, 0.174330, -0.350909)
O (2.565978, 2.963349, 0.810874)
C (2.864185, 2.421115, 2.010837)
C (4.056205, 2.845364, 2.600507)
C (4.449776, 2.340598, 3.819887)
C (3.668396, 1.396896, 4.488420)
C (2.495757, 0.969361, 3.913259)
C (2.069775, 1.468892, 2.672634)
C (0.845023, 0.931261, 2.079975)
O (0.385468, 1.467851, 0.957236)
N (0.213669, -0.065962, 2.614308)
N (-0.854542, -0.392084, 1.780763)
C (-1.869819, -0.931736, 2.367323)
C (-3.099489, -1.264792, 1.708793)
C (-4.048492, -2.062994, 2.369467)
C (-5.251555, -2.354750, 1.771494)
C (-5.538891, -1.823919, 0.510039)
C (-4.637474, -1.010787, -0.146254)
C (-3.405820, -0.733237, 0.445075)
O (-2.544325, 0.073623, -0.177766)
H (1.699569, 2.635678, 0.518458)
H (4.650386, 3.579048, 2.073100)
H (5.375563, 2.684618, 4.262113)
H (3.981532, 1.006136, 5.446089)
H (1.876048, 0.232464, 4.404803)
H (-1.769501, -1.123349, 3.433438)
H (-3.812574, -2.451826, 3.352605)
H (-5.974359, -2.981017, 2.274480)
H (-6.487658, -2.047469, 0.040193)
H (-4.854350, -0.585449, -1.116654)
I (-1.011713, -0.428503, -5.542603)
C (-1.186558, -1.861697, -4.050712)
C (-1.457407, -3.195350, -4.430045)
C (-1.540631, -4.194516, -3.502670)
I (-1.933057, -6.134409, -4.154735)
C (-1.345809, -3.906567, -2.125508)
C (-1.307107, -4.859665, -1.085624)
C (-1.023008, -4.459466, 0.187034)
C (-0.817799, -3.097340, 0.452755)
N (-0.906968, -2.171209, -0.477656)
C (-1.126328, -2.565244, -1.765317)
C (-1.040304, -1.533906, -2.727857)
O (-0.752294, -0.315563, -2.263005)
H (-1.588844, -3.417535, -5.479450)
H (-1.475158, -5.903632, -1.313855)
H (-0.942552, -5.170078, 0.996065)
H (-0.551637, -2.777539, 1.447046)
O (1.301225, 1.113155, -1.430869)
C (2.018192, 0.219257, -0.945572)
N (1.375933, -0.753938, -0.267967)
C (2.314968, -1.626171, 0.314644)
O (2.054998, -2.574246, 1.003282)
C (3.662832, -1.100772, -0.093541)
C (4.924015, -1.554477, 0.221141)
C (6.003667, -0.827141, -0.277709)
C (5.814901, 0.311122, -1.055151)
C (4.536609, 0.766785, -1.367499)
C (3.477307, 0.034763, -0.874556)
H (5.066621, -2.433206, 0.835014)
H (7.010599, -1.150839, -0.051063)
H (6.676435, 0.854129, -1.419085)
H (4.382277, 1.658651, -1.958770)
C (-3.164399, 5.005862, 0.462263)
C (-2.367401, 4.096681, -0.404906)
C (-1.840295, 4.261155, -1.667747)
C (-1.148408, 3.082869, -1.970160)
N (-1.246110, 2.234760, -0.937733)
N (-1.997375, 2.873454, -0.004864)
C (-0.414663, 2.769752, -3.223074)
H (-3.665445, 5.756364, -0.143658)
H (-2.516082, 5.521818, 1.171547)
H (-3.919742, 4.456837, 1.023878)
H (-1.942726, 5.121699, -2.305133)
H (-2.170151, 2.446586, 0.889671)
H (-0.610839, 3.543601, -3.961554)
H (-0.730210, 1.807572, -3.618337)
H (0.656172, 2.714926, -3.040913)

Atomic forces in eV per Å
0.191 -0.249 -0.494
-0.009 0.013 -0.005
0.005 0.019 0.038
-0.021 -0.022 -0.015
0.007 0.006 -0.004
-0.002 -0.006 0.008
0.003 0.001 -0.011
0.013 0.012 -0.049
-0.071 -0.141 0.235
-0.132 0.052 -0.130
0.015 0.077 -0.014
0.031 -0.040 -0.068
-0.004 0.040 -0.048
-0.003 -0.007 0.017
-0.017 0.006 -0.037
0.016 0.005 0.010
0.003 0.005 -0.007
0.033 0.001 0.030
-0.010 -0.022 0.061
0.321 -0.027 0.111
0.000 -0.016 -0.003
0.001 0.004 -0.005
0.005 0.004 0.003
-0.002 -0.003 0.003
-0.002 -0.005 0.003
0.006 0.005 -0.001
-0.005 -0.004 0.006
-0.002 -0.002 0.001
-0.003 -0.004 0.002
-0.010 0.000 -0.005
-0.002 -0.029 0.069
-0.069 0.091 -0.075
-0.013 -0.014 0.065
-0.010 -0.003 -0.045
0.004 0.003 0.007
0.006 0.007 -0.009
-0.019 -0.022 -0.021
0.007 0.060 0.010
-0.012 -0.064 0.003
0.030 0.269 0.060
-0.005 -0.086 0.007
-0.002 0.033 -0.075
0.008 0.017 0.123
0.000 -0.003 -0.005
0.003 -0.001 -0.001
0.002 0.003 0.012
0.012 -0.028 -0.003
-0.048 0.022 -0.018
0.038 0.013 0.091
-0.246 0.127 0.154
-0.053 -0.030 0.052
0.029 0.004 -0.027
0.033 -0.040 0.003
-0.013 0.004 -0.008
0.000 -0.015 0.011
-0.014 0.017 -0.013
0.003 -0.004 0.015
-0.009 0.010 -0.045
-0.005 -0.005 0.003
0.009 0.007 -0.003
0.011 -0.006 0.003
-0.006 0.003 -0.004
0.011 0.009 0.017
0.034 -0.030 0.029
0.014 -0.016 -0.080
0.043 -0.038 0.029
-0.107 -0.047 0.081
0.010 0.101 0.019
-0.007 -0.013 -0.011
-0.001 -0.001 -0.007
-0.007 0.003 0.005
-0.003 0.001 0.001
-0.006 0.007 -0.005
-0.025 -0.032 -0.021
-0.016 -0.001 -0.004
0.027 -0.002 -0.018
0.009 0.019 -0.002


Record 3
2 unconnected molecules or ions with the total composition C29H32F16NO7, computed with ωB97M-V/def2-TZVPD.

Values from the calculation:
Net charge   +1
HOMO-LUMO gap   5.049 eV
Molecular weight   810.54 g/mol
HOMO   -0.368 hartree
Maximum force   0.1189 hartree/bohr

Positions of all 85 atoms, in Å:
C (-7.660990, 5.552841, -0.355703)
C (-7.363836, 4.329997, -1.087182)
C (-7.488187, 2.893871, -0.447711)
O (-7.649794, 2.817245, 0.813373)
O (-7.470998, 1.679672, -1.219772)
C (-6.283789, 0.890562, -0.887021)
C (-5.913309, -0.091579, -2.102510)
C (-5.318828, -1.522821, -1.621028)
C (-3.830117, -1.663958, -2.211882)
C (-2.997680, -2.904563, -1.579124)
C (-1.393033, -2.697922, -1.685701)
O (-0.666755, -3.200462, -0.526745)
C (0.519333, -2.408626, -0.305719)
O (1.605136, -2.828003, -0.741208)
C (0.292351, -1.045470, 0.490783)
C (-0.116347, 0.256881, -0.302712)
C (-0.368758, 1.557643, 0.480896)
N (-0.241563, 1.680852, 1.933174)
O (-0.541894, 2.885564, 2.441113)
C (0.423708, 3.328845, 3.448516)
C (-0.297219, 3.258827, 4.876728)
C (0.142208, 0.514148, 2.677075)
C (0.445090, -0.885516, 2.029018)
C (0.909654, -2.134829, 2.956131)
C (2.445240, -2.493026, 2.652746)
C (3.431734, -2.325039, 3.894654)
F (2.727446, -2.857128, 5.043811)
F (4.550101, -3.180943, 3.708651)
C (3.807959, -0.814817, 4.272997)
F (4.866328, -0.900309, 5.242722)
F (2.690960, -0.150818, 4.875132)
C (4.334698, 0.071478, 3.025700)
F (3.241716, 0.458787, 2.205412)
F (5.283076, -0.767238, 2.349514)
C (5.117196, 1.404753, 3.456319)
F (6.487634, 1.021828, 3.632638)
F (4.692557, 1.899449, 4.738527)
C (4.984478, 2.638280, 2.443045)
F (5.902753, 3.635043, 2.919480)
F (3.708316, 3.271738, 2.455797)
C (5.411401, 2.338596, 0.925077)
F (6.434577, 1.377454, 0.784899)
F (4.296858, 2.077456, 0.065218)
F (5.967659, 3.559650, 0.421160)
H (-8.736459, 5.936268, -0.254269)
H (-6.814173, 6.162190, 0.117171)
H (-7.008907, 4.431152, -2.169855)
H (-6.399425, 0.324448, 0.111899)
H (-5.417977, 1.628395, -0.735302)
H (-6.860651, -0.194785, -2.752035)
H (-5.094056, 0.433001, -2.727542)
H (-5.394138, -1.636742, -0.487196)
H (-6.022604, -2.315863, -2.078719)
H (-3.952856, -1.865385, -3.342334)
H (-3.292662, -0.664883, -2.065107)
H (-3.341620, -3.130203, -0.499401)
H (-3.327659, -3.831148, -2.189330)
H (-1.194068, -1.600930, -1.939015)
H (-1.066904, -3.313747, -2.606835)
H (-0.219315, 0.249151, -1.442420)
H (-0.676756, 2.493982, -0.114682)
H (1.443416, 2.821619, 3.392542)
H (0.614890, 4.449219, 3.232048)
H (-0.393685, 2.211445, 5.320630)
H (0.142846, 3.975568, 5.661443)
H (-1.381324, 3.630271, 4.708857)
H (0.234486, 0.576002, 3.809667)
H (0.676237, -1.873004, 4.040255)
H (0.206356, -2.997422, 2.650729)
H (2.468540, -3.615800, 2.373607)
H (2.819779, -1.955027, 1.699373)
C (4.795658, -1.759188, -5.702301)
C (3.963712, -3.012434, -5.511771)
O (2.658982, -2.691166, -5.000543)
C (1.775635, -2.214598, -5.900199)
O (2.011884, -2.055729, -7.068769)
C (0.424110, -1.955598, -5.236910)
F (0.540170, -1.271260, -4.074574)
F (-0.220840, -3.104475, -4.939691)
F (-0.410193, -1.242279, -6.012732)
H (4.847630, -1.188306, -4.771453)
H (5.808371, -2.013061, -6.020498)
H (4.354459, -1.100528, -6.453908)
H (4.439949, -3.657514, -4.770204)
H (3.882094, -3.590028, -6.436914)

Atomic forces in eV per Å
-0.083 -1.198 -0.457
-0.084 -0.751 0.251
-2.999 0.546 2.778
1.134 0.245 -4.595
1.430 2.085 0.834
1.136 -0.347 0.288
-0.115 0.452 0.246
-0.624 0.357 -0.953
-0.395 -0.784 0.209
-0.483 -0.160 -0.068
-1.733 -0.545 -2.132
1.649 2.581 0.446
1.398 -2.202 -1.607
-3.714 2.222 2.197
-0.695 3.668 1.447
0.383 0.018 4.188
0.642 -2.317 -0.454
0.874 -4.985 -3.430
0.750 -0.180 0.353
0.506 1.964 2.128
-0.896 0.359 -0.130
0.152 -1.655 -1.900
-0.907 2.212 -1.838
-0.919 1.248 -0.993
0.078 -0.974 -0.540
-1.350 -1.978 0.298
1.591 1.264 -2.104
-2.133 2.482 0.460
1.086 0.111 1.784
-2.573 0.560 -2.338
2.310 -1.514 -1.477
0.665 -0.792 0.080
2.220 -1.022 1.297
-2.780 2.061 1.011
1.483 0.069 2.318
-3.371 1.317 -0.718
0.551 -1.297 -3.136
0.846 2.343 0.556
-2.167 -2.616 -0.993
2.635 -1.914 0.043
1.216 1.738 -3.070
-3.182 2.110 0.561
2.915 0.049 2.561
-1.482 -3.092 1.242
1.501 -1.421 1.460
-1.167 0.127 -2.223
1.149 -0.288 2.044
-0.187 0.829 -1.609
-1.096 -1.040 -0.139
1.565 0.039 1.026
-1.497 -0.800 0.797
0.380 0.228 -1.484
1.347 1.003 0.811
0.390 0.583 1.716
-0.578 -1.354 -0.146
0.769 0.628 -1.565
0.813 1.375 1.073
-0.076 -1.441 0.691
-0.156 1.086 1.560
0.177 0.174 1.996
0.576 -1.535 1.473
-1.611 0.273 -0.180
-0.432 -1.897 0.081
0.373 1.369 -0.643
-0.329 -1.235 -1.378
1.749 -0.592 0.233
-0.189 0.244 -1.794
0.549 -0.438 -1.435
1.285 1.253 0.537
0.200 1.809 0.674
-0.467 -0.750 1.760
-0.215 0.332 -0.065
0.850 -0.111 -0.240
-1.171 0.299 -0.163
1.851 -0.603 -0.625
-0.775 0.095 0.860
-1.715 0.397 0.379
0.322 -0.132 -0.227
0.557 0.175 -0.204
0.783 -0.351 0.123
0.093 -0.158 0.000
-0.087 -0.037 0.053
0.076 -0.155 -0.026
-0.369 0.086 0.085
-0.200 0.197 0.073


Record 4
A single C3H4O3 molecule, computed with ωB97M-V/def2-TZVPD.

Values from the calculation:
Net charge   0
HOMO-LUMO gap   9.827 eV
SMILES   O=C1CC1(O)O
Molecular weight   88.06 g/mol
HOMO   -0.345 hartree
Maximum force   0.0447 hartree/bohr

Positions of all 10 atoms, in Å:
O (-2.804379, -0.361459, -0.034893)
C (-1.656090, -0.073917, 0.084974)
C (-0.538911, 0.897390, 0.079107)
C (-0.307045, -0.617423, 0.015343)
O (0.122129, -1.112616, -1.234475)
O (0.386565, -0.953860, 1.144885)
H (-0.274401, 1.536810, -0.754321)
H (-0.216332, 1.190969, 1.050040)
H (1.080755, -1.046251, -1.127548)
H (0.530658, -1.927145, 1.183689)

Atomic forces in eV per Å
-0.145 0.577 0.193
-0.663 -0.637 -0.567
-0.386 0.081 -0.244
0.580 0.903 -1.230
0.113 -0.343 1.429
1.019 -2.024 0.373
-0.297 -0.013 -0.046
0.034 0.690 0.631
0.182 -0.035 -0.585
-0.437 0.802 0.044